(1)
The following is a quantum chemistry calculation of 2 unconnected molecules or ions with the total composition C4H14N3O in a non-equilibrium geometry, from the OMol25 dataset.

Its largest force on an atom is 3.05 eV Å⁻¹. The total energy comes out at -400.09937 Eh. The multiplicity is 1. The HOMO-LUMO gap comes out at 11.02 eV. The calculation puts the lowest unoccupied orbital energy at -2.88 eV. The total charge is +1.

```
22
Properties=species:S:1:pos:R:3:forces:R:3
C -3.168 0.677 -1.313 0.6 0.1 -0.7
O -2.362 0.045 -0.303 1.0 0.6 -0.9
H -2.963 -0.418 0.239 -0.9 -0.9 1.1
H -2.739 1.688 -1.513 -0.4 -0.8 0.1
H -4.183 0.779 -0.926 0.0 0.1 -0.4
H -3.139 0.058 -2.253 -0.2 0.7 0.9
C 0.861 0.834 -0.490 -2.5 0.2 -0.6
C 0.241 1.783 0.538 -0.6 -1.4 0.2
C 1.578 -1.305 0.544 0.4 1.4 -0.5
N 0.691 -0.577 -0.098 -1.2 0.0 -0.5
N 2.758 -0.786 0.878 0.6 0.9 -0.1
N 1.327 -2.558 0.830 -2.4 -1.8 -0.4
H 0.302 0.998 -1.451 0.7 -0.5 0.7
H 1.880 1.063 -0.691 0.9 0.0 -0.1
H 0.694 1.551 1.491 0.0 0.2 0.5
H -0.871 1.670 0.622 1.1 0.0 -0.2
H -0.265 -0.972 -0.195 0.9 0.7 -0.1
H 3.040 0.169 0.610 -0.4 -1.1 0.4
H 3.425 -1.350 1.369 0.2 0.0 0.0
H 0.417 -3.003 0.536 1.8 0.8 0.6
H 1.992 -3.119 1.306 0.3 -0.5 0.3
H 0.483 2.774 0.271 0.2 1.3 -0.2
```
Forces are in eV/Å.

---

(2)
The following is a quantum chemistry calculation of C3H5NO4 in the gas phase in a non-equilibrium geometry, from the OMol25 dataset.

Its largest force on an atom is 7.59 eV Å⁻¹. The SMILES is CONC(=O)C(=O)O. The total energy comes out at -472.83934 Eh. The multiplicity is 1. The HOMO-LUMO gap comes out at 9.66 eV. The calculation puts the lowest unoccupied orbital energy at -0.70 eV. The total charge is 0.

```
13
Properties=species:S:1:pos:R:3:forces:R:3
C -0.808 -0.102 1.251 5.3 1.7 2.4
O -0.379 -1.362 0.500 -1.6 1.3 0.1
N 0.851 -1.262 -0.209 -3.0 2.4 -1.7
C 1.172 0.001 -0.758 1.8 -0.1 1.3
O 2.319 0.426 -0.553 -3.2 -0.8 -1.6
C -0.051 0.913 -1.419 4.2 3.9 2.5
O 0.466 2.103 -1.526 -4.5 -5.7 -0.6
O -1.337 0.493 -1.229 1.8 6.3 -3.9
H -1.891 0.104 1.430 0.8 -0.8 -1.1
H -0.311 -0.185 2.430 -1.3 0.2 -3.4
H -0.151 0.880 0.669 -2.5 -2.9 2.7
H 1.555 -1.690 0.284 2.0 -0.8 1.7
H -1.435 -0.319 -0.868 0.2 -4.6 1.6
```
Forces are in eV/Å.

---

(3)
The following is a quantum chemistry calculation of a molecular structure, C17H18BCaN7O3S in a non-equilibrium geometry, from the OMol25 dataset.

Its largest force on an atom is 11.09 eV Å⁻¹. The total energy comes out at -2368.17568 Eh. The multiplicity is 1. The HOMO-LUMO gap (spin up / spin down) comes out at 7.40 / 6.23 eV. The calculation puts the lowest unoccupied orbital energy (spin up / spin down) at -0.93 / -2.10 eV. The total charge is 0.

```
48
Properties=species:S:1:pos:R:3:forces:R:3
H 0.532 -2.322 -1.705 0.0 0.1 0.0
N 0.471 -0.208 -1.882 -0.1 -0.2 -0.4
B 0.347 2.164 -2.756 -0.9 -1.3 0.8
N 0.438 0.629 -2.970 0.3 -0.6 0.5
C 0.502 -0.078 -4.116 0.1 -1.1 1.0
Ca 0.862 0.695 0.712 -4.5 -6.7 0.5
H 0.504 0.429 -5.062 0.0 0.0 -0.2
C 0.566 -1.437 -3.772 -0.1 1.3 0.4
H 0.643 -2.261 -4.437 0.0 -0.4 -0.3
C 0.526 -1.462 -2.355 0.1 1.1 -1.1
H 0.375 2.730 -3.804 0.2 0.3 -0.1
C 0.650 2.053 2.415 -1.3 3.2 1.9
H 1.334 1.406 2.831 1.2 -1.7 1.3
H -0.377 2.074 2.764 0.2 -0.1 -0.2
H 1.134 2.919 2.009 -0.3 0.5 -0.3
N 1.505 2.538 -1.804 1.0 -0.5 2.3
N -0.977 2.432 -1.997 0.2 0.0 1.1
N 1.679 1.876 -0.515 4.7 6.7 -7.5
N -1.151 1.946 -0.722 -0.1 0.0 -0.4
C 2.534 3.366 -2.047 -0.7 -0.8 0.6
C -2.088 3.056 -2.413 0.2 0.0 -0.1
H 2.524 3.914 -2.996 0.2 -0.2 0.7
H -2.105 3.523 -3.395 -0.1 -0.2 0.3
C 3.432 3.304 -0.978 0.0 -0.4 0.4
C -3.026 2.963 -1.409 -0.8 0.1 0.1
C 2.883 2.345 -0.088 -0.6 0.8 -1.2
C -2.412 2.231 -0.379 0.6 0.2 -0.6
H 4.337 3.897 -0.861 -0.3 -0.4 0.0
H -4.030 3.368 -1.429 0.2 -0.1 0.0
H 3.292 1.962 0.843 0.1 0.2 0.0
H -2.831 1.871 0.558 0.3 0.2 -0.2
H 2.617 -1.657 -0.302 0.2 0.2 -0.1
O -1.463 -0.103 1.518 0.6 -1.5 0.3
C -0.982 -1.269 1.527 1.1 0.6 -0.7
N 0.102 -1.596 0.761 0.1 0.7 0.1
S 0.826 -3.024 1.094 -0.7 3.1 3.8
O 0.813 -3.880 -0.002 0.3 -2.1 -2.5
O 2.076 -2.788 1.820 -0.9 -0.2 -0.8
C -0.423 -3.434 2.285 0.0 -1.1 0.6
C -0.480 -4.586 3.065 -0.3 0.2 0.0
C -1.501 -4.692 4.020 0.1 0.3 -0.3
C -2.422 -3.643 4.179 0.2 -0.1 -0.1
C -2.341 -2.496 3.383 0.1 0.0 -0.2
C -1.332 -2.401 2.420 -0.6 -0.4 0.8
H 0.258 -5.371 2.917 -0.2 0.1 0.1
H -1.577 -5.583 4.645 0.0 0.3 -0.2
H -3.201 -3.732 4.938 0.2 0.1 -0.3
H -3.042 -1.670 3.491 0.1 -0.2 0.0
```
Forces are in eV/Å.

---

(4)
The following is a quantum chemistry calculation of 7 unconnected molecules or ions with the total composition C3H15O12S in a non-equilibrium geometry, from the OMol25 dataset.

Its largest force on an atom is 4.14 eV Å⁻¹. The total energy comes out at -1424.39121 Eh. The multiplicity is 2. As for the expectation value of S²: 0.759. The HOMO-LUMO gap (spin up / spin down) comes out at 6.66 / 4.48 eV. The calculation puts the lowest unoccupied orbital energy (spin up / spin down) at 4.97 / 2.86 eV. The total charge is -2.

```
31
Properties=species:S:1:pos:R:3:forces:R:3
S -0.796 2.653 -1.946 -2.3 -2.4 -0.3
O -0.845 4.091 -1.922 0.2 4.1 0.2
O 0.036 2.450 -0.752 0.9 0.3 -0.1
O -2.156 2.159 -1.764 0.4 -0.4 0.1
O -0.184 2.193 -3.153 1.0 -0.9 -1.1
O -0.132 0.629 0.922 0.2 -1.2 0.2
C -0.366 1.245 2.093 -1.0 2.6 1.9
O -0.431 2.501 2.122 0.4 -0.5 -0.8
O -0.562 0.553 3.109 0.3 -2.0 0.6
H -0.086 1.394 0.344 0.0 0.4 -0.6
C 0.285 -1.500 -2.019 1.3 0.7 -0.4
O -0.938 -2.145 -1.996 -1.3 -0.8 0.0
H 0.120 -0.430 -1.889 0.0 -0.2 0.3
H 0.992 -1.903 -1.294 -0.1 0.3 0.3
H 0.763 -1.584 -2.995 0.1 -0.1 -0.3
H -0.803 -3.095 -2.016 0.0 0.1 0.1
C 2.266 -1.413 2.239 -0.4 1.5 0.7
O 1.737 -0.980 3.549 1.9 -1.6 -1.6
H 2.375 -0.573 1.554 -0.2 0.4 0.1
H 3.292 -1.773 2.318 -0.1 -0.5 0.6
H 1.631 -2.093 1.671 -0.2 -0.4 0.5
H 0.975 -0.423 3.374 -1.1 0.6 -0.2
O 2.384 0.987 -1.554 0.8 -0.5 -0.1
H 2.434 1.361 -2.434 -0.2 0.2 -0.2
H 1.480 1.143 -1.280 -0.3 0.4 0.2
O -2.779 -0.412 -0.555 -0.6 -0.4 0.4
H -2.231 -1.075 -0.975 0.3 -0.3 -0.2
H -2.306 0.409 -0.688 0.0 0.6 -0.1
O -2.164 -1.822 2.057 -0.4 -1.0 0.2
H -2.384 -1.293 1.290 -0.1 0.5 -0.5
H -1.607 -1.253 2.589 0.5 0.7 0.2
```
Forces are in eV/Å.

---

(5)
The following is a quantum chemistry calculation of C5H7N in the gas phase in a non-equilibrium geometry, from the OMol25 dataset.

Its largest force on an atom is 1.69 eV Å⁻¹. The SMILES is CC#C[C@H]1CN1. The total energy comes out at -249.30165 Eh. The multiplicity is 1. The HOMO-LUMO gap comes out at 9.29 eV. The calculation puts the lowest unoccupied orbital energy at 0.89 eV. The total charge is 0.

```
13
Properties=species:S:1:pos:R:3:forces:R:3
C -2.419 0.479 0.049 -0.3 0.0 -0.1
C -1.154 -0.065 -0.412 -0.1 -0.6 -0.8
C -0.117 -0.513 -0.856 -0.6 0.2 0.1
C 1.295 -0.149 -0.838 -0.2 0.2 0.0
C 1.541 -0.045 0.617 -0.1 0.2 0.4
N 2.538 -0.659 -0.253 0.1 -0.2 0.0
H -3.212 0.087 -0.586 -0.3 0.1 0.1
H -2.417 1.572 -0.036 0.0 -0.2 0.0
H -2.630 0.228 1.093 0.1 0.0 -0.2
H 1.518 0.707 -1.472 -0.1 -0.1 0.2
H 0.988 -0.769 1.208 -0.1 0.2 -0.1
H 1.359 0.964 0.983 1.7 0.1 0.3
H 2.559 -1.662 -0.082 -0.1 0.2 0.0
```
Forces are in eV/Å.

---

Repeat the fourth record exactly.
The following is a quantum chemistry calculation of 7 unconnected molecules or ions with the total composition C3H15O12S in a non-equilibrium geometry, from the OMol25 dataset.

Its largest force on an atom is 4.14 eV Å⁻¹. The total energy comes out at -1424.39121 Eh. The multiplicity is 2. As for the expectation value of S²: 0.759. The HOMO-LUMO gap (spin up / spin down) comes out at 6.66 / 4.48 eV. The calculation puts the lowest unoccupied orbital energy (spin up / spin down) at 4.97 / 2.86 eV. The total charge is -2.

```
31
Properties=species:S:1:pos:R:3:forces:R:3
S -0.796 2.653 -1.946 -2.3 -2.4 -0.3
O -0.845 4.091 -1.922 0.2 4.1 0.2
O 0.036 2.450 -0.752 0.9 0.3 -0.1
O -2.156 2.159 -1.764 0.4 -0.4 0.1
O -0.184 2.193 -3.153 1.0 -0.9 -1.1
O -0.132 0.629 0.922 0.2 -1.2 0.2
C -0.366 1.245 2.093 -1.0 2.6 1.9
O -0.431 2.501 2.122 0.4 -0.5 -0.8
O -0.562 0.553 3.109 0.3 -2.0 0.6
H -0.086 1.394 0.344 0.0 0.4 -0.6
C 0.285 -1.500 -2.019 1.3 0.7 -0.4
O -0.938 -2.145 -1.996 -1.3 -0.8 0.0
H 0.120 -0.430 -1.889 0.0 -0.2 0.3
H 0.992 -1.903 -1.294 -0.1 0.3 0.3
H 0.763 -1.584 -2.995 0.1 -0.1 -0.3
H -0.803 -3.095 -2.016 0.0 0.1 0.1
C 2.266 -1.413 2.239 -0.4 1.5 0.7
O 1.737 -0.980 3.549 1.9 -1.6 -1.6
H 2.375 -0.573 1.554 -0.2 0.4 0.1
H 3.292 -1.773 2.318 -0.1 -0.5 0.6
H 1.631 -2.093 1.671 -0.2 -0.4 0.5
H 0.975 -0.423 3.374 -1.1 0.6 -0.2
O 2.384 0.987 -1.554 0.8 -0.5 -0.1
H 2.434 1.361 -2.434 -0.2 0.2 -0.2
H 1.480 1.143 -1.280 -0.3 0.4 0.2
O -2.779 -0.412 -0.555 -0.6 -0.4 0.4
H -2.231 -1.075 -0.975 0.3 -0.3 -0.2
H -2.306 0.409 -0.688 0.0 0.6 -0.1
O -2.164 -1.822 2.057 -0.4 -1.0 0.2
H -2.384 -1.293 1.290 -0.1 0.5 -0.5
H -1.607 -1.253 2.589 0.5 0.7 0.2
```
Forces are in eV/Å.

---

- largest force on an atom of number 1 (C4H14N3O)?
  3.05 eV Å⁻¹